# 1
The following is a quantum chemistry calculation of C45H51Cl3HgN2OP3Si2 as an isolated structure, from the Open Molecules 2025 dataset.

```
108
Properties=species:S:1:pos:R:3:forces:R:3:lowdin_charge:R:1
Hg 0.466 -0.840 -1.679 0.022 -0.013 -0.142 0.801
C 4.751 2.731 -0.359 0.048 -0.029 -0.042 -0.186
Si 3.835 1.463 -1.431 -0.055 -0.079 0.017 0.270
C 4.979 -0.017 -1.628 0.024 0.067 -0.033 -0.171
C 3.626 2.271 -3.123 -0.024 -0.050 0.016 -0.194
N 2.351 0.954 -0.835 0.049 0.239 0.072 -0.292
P 1.294 1.313 0.274 0.106 0.174 -0.048 0.573
C -0.152 0.455 0.156 0.220 -0.549 -0.136 -0.566
P -0.941 -0.727 1.062 -0.233 -0.004 0.077 0.579
N -1.350 -2.012 0.239 -0.115 -0.007 0.189 -0.284
Si -2.186 -3.451 0.448 0.148 0.116 0.004 0.260
C -1.750 -4.600 -0.974 -0.017 0.014 0.000 -0.189
C -4.066 -3.226 0.410 0.012 -0.001 -0.016 -0.180
C -1.786 -4.397 2.037 -0.034 -0.017 -0.054 -0.186
C -2.489 0.029 1.748 0.061 0.154 -0.079 -0.267
C -3.311 -0.621 2.664 0.005 -0.067 0.037 -0.119
C -4.526 -0.074 3.049 -0.013 -0.001 0.028 -0.104
C -4.946 1.138 2.513 0.014 0.023 -0.027 -0.112
C -4.131 1.802 1.607 -0.058 0.021 0.033 -0.098
C -2.909 1.255 1.238 0.092 0.006 0.038 -0.100
C -0.072 -1.260 2.582 0.018 0.058 -0.009 -0.271
C 0.879 -2.270 2.443 0.082 0.013 0.016 -0.093
C 1.561 -2.744 3.553 0.030 -0.013 -0.002 -0.098
C 1.309 -2.212 4.812 0.024 -0.022 0.004 -0.108
C 0.385 -1.189 4.953 0.010 0.009 0.000 -0.107
C -0.296 -0.713 3.841 -0.043 -0.006 0.037 -0.102
C 2.086 1.233 1.923 -0.108 0.059 0.044 -0.275
C 3.184 0.393 2.082 -0.024 -0.079 -0.054 -0.088
C 3.821 0.295 3.310 0.035 -0.046 0.054 -0.089
C 3.369 1.037 4.392 -0.021 0.013 0.008 -0.110
C 2.259 1.859 4.250 0.025 -0.025 0.004 -0.108
C 1.616 1.944 3.024 -0.017 0.063 -0.027 -0.107
C 0.884 3.109 0.102 -0.095 -0.075 0.026 -0.255
C -0.188 3.428 -0.732 -0.031 -0.077 0.025 -0.103
C -0.504 4.747 -1.011 -0.026 0.099 -0.017 -0.099
C 0.240 5.779 -0.450 0.003 -0.017 -0.013 -0.120
C 1.309 5.474 0.380 -0.010 0.012 -0.002 -0.107
C 1.630 4.148 0.646 0.091 0.013 0.035 -0.107
H 5.786 2.824 -0.701 0.024 0.034 -0.001 0.016
H 4.770 2.419 0.688 0.007 -0.023 0.041 0.011
H 4.285 3.717 -0.410 -0.022 0.018 -0.016 0.005
H 5.773 0.174 -2.356 0.039 -0.001 -0.005 0.017
H 4.403 -0.885 -1.954 -0.028 -0.010 -0.040 0.013
H 5.450 -0.283 -0.678 -0.018 -0.029 0.051 0.022
H 4.581 2.505 -3.601 0.047 0.011 -0.009 0.011
H 3.049 3.195 -3.032 -0.033 0.025 0.011 0.013
H 3.067 1.595 -3.775 -0.005 -0.012 -0.042 0.017
H -1.952 -4.108 -1.928 -0.026 0.015 -0.038 0.015
H -2.313 -5.536 -0.939 -0.021 -0.049 -0.007 0.014
H -0.684 -4.832 -0.956 0.049 -0.006 0.011 0.023
H -4.370 -2.867 -0.576 -0.032 0.036 -0.040 0.010
H -4.393 -2.487 1.144 -0.018 -0.021 -0.017 0.000
H -4.595 -4.163 0.606 -0.005 -0.048 0.001 0.014
H -0.719 -4.626 2.077 0.028 -0.017 0.007 0.016
H -2.341 -5.339 2.073 -0.016 -0.029 0.003 0.015
H -2.026 -3.828 2.937 -0.012 0.055 0.050 0.011
H -3.001 -1.571 3.084 0.021 -0.025 -0.026 0.098
H -5.151 -0.599 3.763 -0.007 0.006 -0.003 0.093
H -5.900 1.561 2.804 -0.004 0.001 0.002 0.088
H -4.446 2.751 1.188 -0.009 0.016 0.005 0.089
H -2.237 1.762 0.550 -0.062 -0.018 -0.013 0.068
H 1.107 -2.665 1.458 -0.011 0.014 -0.033 0.093
H 2.304 -3.520 3.424 0.021 -0.009 0.008 0.079
H 1.850 -2.581 5.676 -0.005 -0.008 0.004 0.089
H 0.203 -0.748 5.927 -0.001 0.000 0.004 0.092
H -1.013 0.091 3.957 0.011 0.010 0.005 0.100
H 3.518 -0.205 1.239 0.000 0.028 -0.004 0.082
H 4.668 -0.373 3.420 -0.018 0.009 0.003 0.093
H 3.867 0.959 5.352 0.012 -0.002 0.015 0.089
H 1.883 2.420 5.098 0.001 0.012 0.010 0.092
H 0.740 2.575 2.917 0.002 0.013 -0.004 0.108
H -0.766 2.613 -1.160 0.032 0.028 -0.002 0.037
H -1.337 4.972 -1.669 -0.009 0.004 -0.013 0.090
H -0.010 6.812 -0.663 -0.007 0.017 0.004 0.086
H 1.899 6.269 0.822 0.004 0.009 -0.004 0.090
H 2.479 3.927 1.282 -0.009 -0.023 0.019 0.095
Cl 6.535 -6.352 -2.420 -0.013 0.007 0.000 0.556
C 5.338 -5.181 -1.882 0.017 0.002 0.005 -0.705
C 4.339 -4.766 -2.747 0.029 -0.036 -0.004 -0.176
C 3.407 -3.848 -2.315 -0.067 0.050 0.037 -0.593
Cl 2.168 -3.330 -3.426 0.035 -0.052 -0.015 0.590
C 3.379 -3.266 -0.998 0.122 -0.061 -0.044 -0.564
O 2.542 -2.428 -0.601 -0.229 0.057 0.026 -0.185
C 4.461 -3.753 -0.188 0.048 0.018 0.063 -0.575
Cl 4.582 -3.101 1.430 -0.009 -0.016 -0.024 0.669
C 5.405 -4.669 -0.596 0.024 -0.024 -0.011 -0.177
H 4.285 -5.151 -3.755 0.003 -0.007 -0.006 0.090
H 6.188 -4.977 0.083 0.001 -0.003 -0.006 0.090
C -2.245 0.163 -4.635 0.007 -0.005 -0.007 -0.328
P -2.408 0.955 -2.983 -0.067 0.060 -0.031 0.893
C -3.245 -0.409 -2.082 0.000 0.008 -0.056 -0.301
C -3.880 2.041 -3.245 0.008 -0.044 -0.012 -0.382
C -4.172 2.945 -2.222 0.002 0.020 0.039 -0.114
C -5.254 3.806 -2.307 -0.010 -0.005 -0.009 -0.100
C -6.063 3.796 -3.437 -0.013 0.019 0.010 -0.118
C -5.780 2.914 -4.468 -0.019 0.005 -0.008 -0.110
C -4.703 2.042 -4.369 0.027 0.009 -0.016 -0.102
H -3.138 -0.385 -4.945 -0.019 -0.003 0.006 0.027
H -1.411 -0.538 -4.568 0.007 -0.003 0.019 0.010
H -1.996 0.913 -5.387 0.011 -0.001 -0.010 0.031
H -4.100 -0.796 -2.644 -0.003 0.012 -0.002 0.041
H -3.578 -0.056 -1.106 -0.004 -0.003 0.016 0.026
H -2.516 -1.200 -1.899 -0.006 0.003 0.041 -0.015
H -3.532 2.973 -1.345 0.019 -0.015 0.006 0.083
H -5.459 4.494 -1.496 -0.009 0.010 0.009 0.095
H -6.903 4.476 -3.513 -0.012 0.004 0.000 0.089
H -6.403 2.900 -5.355 0.000 0.002 -0.003 0.091
H -4.503 1.359 -5.184 0.002 -0.013 -0.012 0.083
```
Forces are in eV/Å.

Results
2S+1: 2
<S²>: 0.76
ΔE to the lowest compared entry with this formula, charge and spin: 11.84 kJ/mol
calculated total energy: -137889.64564 eV
HOMO level (alpha / beta): -1.1 / -2.1 eV
net charge: -2

---

# 2
The following is a quantum chemistry calculation of C45H51ClInN8O6S3 as an isolated structure in a non-equilibrium geometry, from the Open Molecules 2025 dataset.

```
115
Properties=species:S:1:pos:R:3:forces:R:3:lowdin_charge:R:1
In 0.241 -0.674 -0.030 0.450 -0.405 0.021 0.749
C -0.275 -2.382 -3.179 -0.024 0.106 0.109 -0.015
C -0.547 -2.951 -1.815 -0.070 -0.094 0.159 -0.288
N -1.381 -2.303 -1.068 0.137 1.140 -0.414 0.014
N -2.006 -2.879 -0.026 -0.399 -1.039 0.206 -0.042
C -2.147 -2.372 1.133 0.223 0.157 -0.021 -1.040
S -1.302 -1.056 1.887 0.119 0.254 -0.231 0.700
S -3.485 -3.080 2.075 -0.005 -0.077 0.140 0.874
C -2.660 -3.435 3.677 -0.106 0.041 -0.465 -0.434
C -1.888 -4.716 3.601 0.044 -0.081 0.041 -0.301
C -0.556 -4.717 3.196 0.016 0.067 0.046 -0.025
C 0.136 -5.913 3.074 -0.007 -0.024 0.015 -0.074
C -0.493 -7.119 3.348 0.026 -0.018 -0.006 -0.099
C -1.822 -7.125 3.744 -0.041 -0.030 0.015 -0.099
C -2.513 -5.931 3.869 0.025 0.048 0.053 -0.063
C 0.255 -4.071 -1.338 0.055 -0.038 0.275 -0.122
C 0.441 -5.254 -2.050 -0.037 -0.013 -0.008 -0.053
C 1.313 -6.230 -1.610 -0.041 -0.084 -0.109 -0.121
C 2.076 -5.985 -0.467 -0.016 0.061 -0.026 -0.108
C 1.952 -4.801 0.222 -0.011 -0.026 0.093 -0.035
C 1.001 -3.816 -0.145 -0.055 -0.164 -0.070 -0.369
O 0.857 -2.756 0.579 0.073 0.508 -0.134 -0.177
H -1.208 -2.147 -3.691 0.000 -0.013 0.008 0.078
H 0.320 -3.077 -3.768 0.019 0.000 -0.013 0.085
H 0.289 -1.456 -3.058 0.015 -0.122 -0.071 0.033
H -3.472 -3.491 4.401 0.036 0.024 0.056 0.071
H -2.024 -2.580 3.893 -0.014 -0.019 0.164 0.036
H -0.061 -3.780 2.963 -0.020 0.007 -0.065 0.106
H 1.167 -5.901 2.751 0.016 0.006 -0.017 0.090
H 0.051 -8.050 3.249 -0.004 0.001 -0.014 0.094
H -2.325 -8.063 3.952 0.009 0.000 0.011 0.094
H -3.554 -5.935 4.176 -0.008 -0.011 -0.018 0.107
H -0.149 -5.425 -2.944 0.030 0.033 -0.028 0.111
H 1.406 -7.165 -2.148 0.011 0.007 0.004 0.086
H 2.777 -6.737 -0.120 0.027 0.026 0.002 0.095
H 2.558 -4.597 1.097 -0.018 0.006 0.013 0.108
Cl 0.938 2.972 3.826 -0.023 0.175 0.110 0.573
C 0.723 1.457 2.937 0.198 -0.126 -0.270 -0.535
C 1.985 1.014 2.181 0.163 0.177 0.171 -0.710
O 3.059 1.580 2.355 -0.180 0.037 -0.075 0.000
O 1.812 0.011 1.398 -0.354 -0.030 -0.691 -0.122
H -0.083 1.601 2.219 -0.071 -0.005 0.057 0.043
H 0.442 0.683 3.648 -0.033 -0.034 -0.065 0.068
S -1.795 4.332 -0.506 -0.526 0.336 -0.138 0.686
C -0.407 3.606 -0.378 0.633 -0.546 0.275 -0.782
N 0.603 3.019 -0.185 -0.351 0.357 0.019 0.160
N 2.287 -1.307 -1.405 -0.017 -0.059 0.149 0.228
C 3.331 -0.906 -1.099 -0.149 0.002 -0.089 -0.207
N 4.501 -0.443 -0.745 0.074 0.026 0.004 -0.068
C 5.347 0.286 -1.688 0.031 0.170 -0.105 -0.130
C 6.027 1.445 -0.973 0.123 -0.195 0.058 -0.172
C 6.797 0.926 0.243 -0.184 0.031 0.061 -0.200
C 5.834 0.205 1.190 0.115 0.033 -0.179 -0.170
C 5.148 -0.947 0.464 0.058 0.027 0.362 -0.128
H 4.734 0.638 -2.518 -0.074 -0.034 0.024 0.121
H 6.108 -0.403 -2.081 -0.044 0.015 -0.038 0.126
H 5.268 2.156 -0.645 -0.074 0.108 -0.039 0.104
H 6.693 1.957 -1.671 -0.025 -0.002 -0.020 0.113
H 7.285 1.755 0.761 0.032 -0.024 -0.011 0.106
H 7.577 0.230 -0.088 0.056 0.049 0.002 0.107
H 5.071 0.901 1.547 0.011 -0.114 0.039 0.091
H 6.370 -0.192 2.055 -0.028 -0.008 0.011 0.114
H 4.389 -1.406 1.095 -0.054 0.029 -0.060 0.130
H 5.886 -1.713 0.187 -0.039 -0.005 -0.038 0.126
C 5.122 5.765 2.348 0.123 -0.004 0.136 -0.084
O 4.439 5.092 1.320 -0.077 -0.108 -0.018 -0.090
C 3.559 5.807 0.561 -0.081 0.018 -0.154 -0.217
C 3.460 7.183 0.563 0.050 0.083 0.045 -0.036
C 2.547 7.816 -0.279 -0.053 0.031 -0.038 -0.109
C 1.751 7.065 -1.119 0.001 0.065 0.019 -0.095
C 1.847 5.676 -1.124 0.046 -0.075 -0.020 -0.031
C 2.738 5.025 -0.282 0.038 0.170 -0.112 -0.174
N 2.929 3.651 -0.231 0.102 -0.220 0.457 0.102
C 1.942 2.686 -0.634 0.052 -0.325 -0.106 -0.266
C 1.947 2.336 -2.103 -0.212 -0.206 0.100 -0.102
C 2.779 2.985 -3.001 0.065 0.018 -0.082 -0.056
C 2.804 2.631 -4.343 0.048 0.097 -0.019 -0.114
C 1.974 1.610 -4.783 0.052 -0.004 -0.023 -0.102
C 1.164 0.931 -3.893 -0.015 -0.020 0.059 -0.019
C 1.125 1.260 -2.523 0.045 0.091 -0.402 -0.351
O 0.278 0.624 -1.741 0.051 -0.263 0.904 -0.200
H 4.428 6.267 3.029 -0.015 0.022 -0.044 0.099
H 5.837 6.493 1.949 -0.049 0.003 0.005 0.090
H 5.664 4.999 2.899 -0.003 0.025 -0.008 0.093
H 4.090 7.779 1.210 -0.012 -0.046 0.007 0.099
H 2.470 8.896 -0.268 0.003 -0.003 0.001 0.093
H 1.040 7.550 -1.775 -0.004 -0.022 -0.003 0.100
H 1.224 5.102 -1.796 0.011 -0.014 0.006 0.103
H 3.345 3.382 0.654 0.025 -0.061 -0.031 0.114
H 2.197 1.769 -0.106 0.125 0.011 0.058 0.118
H 3.418 3.784 -2.643 -0.022 -0.036 0.036 0.109
H 3.456 3.152 -5.033 -0.020 0.012 0.006 0.089
H 1.961 1.344 -5.834 0.010 -0.063 0.019 0.096
H 0.535 0.119 -4.238 -0.014 0.101 -0.011 0.098
C -4.174 1.103 1.534 0.061 0.001 -0.069 -0.049
N -4.407 1.082 0.105 0.003 -0.003 0.061 -0.081
C -5.781 0.928 -0.321 0.052 0.108 -0.153 -0.170
C -5.966 1.606 -1.665 0.081 -0.116 0.033 -0.159
C -4.992 0.969 -2.637 -0.027 0.084 0.066 -0.179
N -3.647 0.982 -2.103 -0.028 -0.107 -0.098 -0.074
C -2.600 0.713 -3.068 0.004 -0.010 0.125 -0.029
C -3.347 0.954 -0.762 0.203 0.083 0.129 -0.472
O -2.188 0.874 -0.359 -0.275 0.110 -0.107 -0.054
H -4.667 1.975 1.975 -0.029 -0.031 0.000 0.088
H -3.108 1.161 1.712 0.057 -0.007 0.033 0.049
H -4.553 0.193 2.010 0.021 -0.012 0.011 0.081
H -6.420 1.384 0.437 -0.004 -0.021 0.012 0.118
H -6.050 -0.135 -0.396 -0.065 0.017 0.058 0.129
H -5.736 2.669 -1.562 -0.039 0.021 -0.009 0.120
H -6.990 1.500 -2.026 -0.005 -0.016 -0.002 0.111
H -4.978 1.519 -3.582 -0.012 -0.032 -0.013 0.118
H -5.305 -0.062 -2.859 -0.007 0.017 -0.040 0.126
H -2.771 -0.254 -3.556 0.002 0.017 -0.010 0.086
H -1.643 0.690 -2.555 0.015 -0.003 -0.053 0.058
H -2.590 1.497 -3.830 -0.001 -0.003 -0.006 0.093
```
Forces are in eV/Å.

Results
ΔE to the lowest compared entry with this formula, charge and spin: 46.20 kJ/mol
calculated total energy: -121904.89054 eV
HOMO level: -5.0 eV
net charge: -1